(1)
This record from the Open Molecules 2025 dataset describes a molecular structure, C40H35N11O2Ti at a distorted geometry. The level of theory is the ωB97M-V functional and the def2-TZVPD basis.

```
89
C40H35N11O2Ti | the Open Molecules 2025 dataset | the ωB97M-V functional and the def2-TZVPD basis
Ti 1.1876 0.9317 -0.6822
O 1.4148 0.4655 1.3901
O -0.3518 2.1423 -0.1120
N -0.8579 3.7297 1.4677
N -1.0631 -0.5549 0.1918
N 3.3814 0.2136 -0.5583
N 1.1869 -1.2657 -1.3497
N 2.9587 1.5500 2.7231
N 4.0741 1.0298 -1.2844
N 0.0068 -2.0395 3.8544
N 0.0197 0.8143 -2.6364
N -5.9004 -2.0729 1.1113
N -4.5942 -3.8642 1.6659
N 2.2590 0.8704 6.0728
C 1.4653 0.0607 3.7557
C -2.2131 3.2872 1.6989
C 2.5554 -1.6547 -3.3945
C 2.3471 4.6206 -2.4714
C -2.2517 -0.1751 -0.2717
C 4.3492 3.2422 -2.1457
C 5.5668 -0.6530 -0.1774
C 3.5259 2.2299 -1.6342
C -0.2884 0.7293 -5.4296
C 6.4326 -1.4665 0.5278
C -3.4366 -0.8536 -0.0868
C -7.7861 -5.2293 2.9550
C -3.4629 -1.9727 0.7618
C 0.6848 -1.0776 3.7493
C -0.0399 3.1331 0.6499
C 1.8599 0.4908 5.0224
C 3.7456 4.4445 -2.5161
C 1.5085 -1.0559 -2.7091
C -8.5908 -4.0861 2.6678
C 2.0994 2.4101 -1.4572
C -8.1197 -2.9984 1.9453
C 3.7103 -1.7232 0.9660
C -6.7860 -3.0281 1.6097
C 4.6040 -2.6349 1.5509
C 0.7195 -0.1033 -3.3766
C -0.8590 1.6152 -3.2547
C -4.6392 -2.6501 1.1432
C -6.4501 -5.2612 2.5688
C -2.2481 -2.3562 1.3279
C 4.2024 -0.7376 0.0479
C -1.1029 -1.6574 0.9423
C -5.9063 -4.1175 1.9829
C -0.2789 4.7436 2.3780
C -1.0432 1.5807 -4.6412
C 0.6537 -0.0945 -4.8099
C 1.9317 0.6758 2.5559
C 1.5457 3.6162 -1.9337
C 1.5708 -0.9296 -5.5047
C 5.9815 -2.4549 1.3560
C 2.5098 -1.6918 -4.8062
H 3.2097 -2.2495 -5.3822
H -1.4093 2.3164 -2.6626
H -2.8855 4.1452 1.7210
H 0.2260 -1.5562 -1.2075
H 3.3472 -2.1692 -2.8617
H 4.3455 5.3035 -2.8463
H -2.4900 2.6464 0.8766
H -2.2444 0.6993 -0.9105
H 3.4549 1.9294 1.9443
H -4.3303 -0.5549 -0.6227
H 6.7922 -3.0525 1.8115
H -5.8044 -6.1151 2.7006
H 1.8432 -1.8580 -0.8551
H 1.5680 -0.9293 -6.5750
H 5.4317 3.0986 -2.1642
H 4.2066 -3.3887 2.2192
H 0.5133 3.8371 -1.8318
H -1.0924 5.3870 2.7326
H 7.4805 -1.2889 0.4168
H -9.6153 -4.1364 2.9914
H 0.9773 3.5385 0.5601
H 1.8858 5.5361 -2.7862
H -2.1645 -3.1872 1.9879
H 3.3971 1.6212 3.6773
H 5.9524 -0.0284 -0.9946
H -0.3545 0.7178 -6.5018
H -2.2923 2.7773 2.6489
H 0.4488 5.3472 1.8308
H -0.1310 -1.9375 1.3905
H -1.7774 2.2260 -5.0856
H -6.1297 -1.1204 0.8350
H -8.8180 -2.1918 1.6827
H 2.6406 -1.7249 1.2020
H 0.2351 4.2855 3.2094
H -8.2055 -6.0906 3.4523
```

Output
⟨S²⟩: 0.780
2S+1: 2
LUMO (spin up / spin down): -3.702 / -4.009 eV
net charge: +1
energy above the lowest of the compared OMol25 structures with the same formula, charge and spin: 15.4 kcal/mol
gap between HOMO and LUMO (spin up / spin down): 6.2 / 5.9 eV

List of Mulliken charges in e, atom by atom: number 1, Ti, carries -0.4867; number 2, O, carries 1.0006; number 3, O, carries -0.3315; number 4, N, carries 0.2733; number 5, N, carries 0.4308; number 6, N, carries 0.9133; number 7, N, carries -0.4826; number 8, N, carries -0.2240; number 9, N, carries -0.5808; number 10, N, carries -0.6530; number 11, N, carries 0.8041; number 12, N, carries -0.0700; number 13, N, carries -0.6604; number 14, N, carries -0.5856; number 15, C, carries 0.1400; number 16, C, carries -0.8590; number 17, C, carries -0.6244; number 18, C, carries -1.0466; number 19, C, carries -0.8232; number 20, C, carries -0.7622; number 21, C, carries -0.2662; number 22, C, carries -0.7772; number 23, C, carries -0.7103; number 24, C, carries -0.6421; number 25, C, carries -1.1916; number 26, C, carries -0.5429; number 27, C, carries 1.0513; number 28, C, carries 0.1855; number 29, C, carries -0.0682; number 30, C, carries -0.4516; number 31, C, carries -0.6288; number 32, C, carries 0.4012; number 33, C, carries -0.3417; number 34, C, carries 2.1421; number 35, C, carries -0.8905; number 36, C, carries 0.5301; number 37, C, carries 0.5986; number 38, C, carries -1.1769; number 39, C, carries 0.6885; number 40, C, carries -0.3377; number 41, C, carries -0.1058; number 42, C, carries -0.6598; number 43, C, carries -1.3833; number 44, C, carries -0.1774; number 45, C, carries -0.0322; number 46, C, carries 0.5119; number 47, C, carries -0.9306; number 48, C, carries -1.2184; number 49, C, carries 0.4262; number 50, C, carries 0.0223; number 51, C, carries 0.2499; number 52, C, carries -0.7702; number 53, C, carries -0.4255; number 54, C, carries -1.0659; number 55, H, carries 0.4478; number 56, H, carries 0.6930; number 57, H, carries 0.3802; number 58, H, carries 0.3982; number 59, H, carries 0.5023; number 60, H, carries 0.3752; number 61, H, carries 0.2046; number 62, H, carries 0.5347; number 63, H, carries 0.1830; number 64, H, carries 0.4859; number 65, H, carries 0.3538; number 66, H, carries 0.4297; number 67, H, carries 0.2362; number 68, H, carries 0.4683; number 69, H, carries 0.5134; number 70, H, carries 0.4357; number 71, H, carries 0.4449; number 72, H, carries 0.3037; number 73, H, carries 0.4349; number 74, H, carries 0.3830; number 75, H, carries 0.3537; number 76, H, carries 0.4841; number 77, H, carries 0.5770; number 78, H, carries 0.2141; number 79, H, carries 0.3651; number 80, H, carries 0.4865; number 81, H, carries 0.3509; number 82, H, carries 0.3692; number 83, H, carries 0.4576; number 84, H, carries 0.4337; number 85, H, carries 0.2140; number 86, H, carries 0.3443; number 87, H, carries 0.0313; number 88, H, carries 0.3354; number 89, H, carries 0.3896


(2)
This record from the Open Molecules 2025 dataset describes C12H10ClOP in the gas phase at a distorted geometry. The level of theory is the ωB97M-V functional and the def2-TZVPD basis.

```
25
C12H10ClOP | the Open Molecules 2025 dataset | the ωB97M-V functional and the def2-TZVPD basis
Cl 0.2936 1.9042 -2.7292
P -0.9443 0.3016 -2.6372
O -2.8640 1.8089 -0.8531
C -0.8110 -2.5211 -2.6114
C 0.8557 -0.2403 -0.2154
C 0.5326 -1.4451 -0.8409
C 0.1440 0.8535 -0.3066
C -0.2337 -1.2838 -2.0590
C 0.5151 2.2945 0.2038
C -2.3271 2.2446 0.0651
C -0.3698 2.5927 1.4365
C 0.8368 -2.6565 -0.2836
C 0.2332 -3.7612 -0.8464
C -1.8731 2.8419 1.1261
C -0.5107 -3.7413 -2.0478
H -0.1720 1.7728 2.2026
H -1.3228 -2.2629 -3.4996
H 0.0516 3.5183 1.8574
H 1.5186 2.3713 0.5458
H 1.6931 -0.3013 0.3841
H 0.4171 -4.7521 -0.3505
H 1.4393 -2.8231 0.5989
H -0.7656 -4.7023 -2.4322
H -2.5959 3.3363 1.7381
H 0.3887 3.0210 -0.5219
```

Output
LUMO (spin up / spin down): -0.981 / -0.996 eV
net charge: 0
energy above the lowest of the compared OMol25 structures with the same formula, charge and spin: 72.1 kcal/mol
gap between HOMO and LUMO (spin up / spin down): 7.0 / 7.1 eV

List of Mulliken charges in e, atom by atom: number 1, Cl, carries -0.2127; number 2, P, carries 0.1353; number 3, O, carries -0.3742; number 4, C, carries -0.5236; number 5, C, carries -0.3488; number 6, C, carries 0.9178; number 7, C, carries -0.7102; number 8, C, carries 0.3142; number 9, C, carries -0.8132; number 10, C, carries 0.8663; number 11, C, carries -0.3861; number 12, C, carries -0.7642; number 13, C, carries -0.2387; number 14, C, carries -0.9238; number 15, C, carries -0.7822; number 16, H, carries 0.2478; number 17, H, carries 0.4034; number 18, H, carries 0.3854; number 19, H, carries 0.4804; number 20, H, carries 0.5393; number 21, H, carries 0.2806; number 22, H, carries 0.3614; number 23, H, carries 0.4004; number 24, H, carries 0.3730; number 25, H, carries 0.3722


(3)
This record from the Open Molecules 2025 dataset describes C5H9F in the gas phase at a distorted geometry. The level of theory is the ωB97M-V functional and the def2-TZVPD basis.

```
15
C5H9F | the Open Molecules 2025 dataset | the ωB97M-V functional and the def2-TZVPD basis
F -1.4670 0.9609 -0.8302
C 0.9641 0.5307 -1.1983
C 0.1497 0.0562 2.0617
C -0.1068 0.7412 0.8943
C -0.7844 -1.2196 -0.5094
C -0.3511 0.1809 -0.4689
H -1.6285 -1.3552 0.0550
H -0.2488 1.8645 0.8943
H -1.0465 -1.3317 -1.6125
H 0.4407 0.4189 2.9727
H 0.0043 -1.9389 -0.2364
H 0.2298 -1.0069 2.0595
H 0.9586 1.6566 -1.3103
H 1.0381 0.0814 -2.2740
H 1.8475 0.3610 -0.4975
```

Output
LUMO: 1.040 eV
net charge: 0
energy above the lowest of the compared OMol25 structures with the same formula, charge and spin: 23.7 kcal/mol
SMILES: C=CC(C)(C)F
gap between HOMO and LUMO: 10.8 eV

List of Mulliken charges in e, atom by atom: number 1, F, carries -0.3735; number 2, C, carries -1.1860; number 3, C, carries -0.8154; number 4, C, carries -0.5190; number 5, C, carries -1.7254; number 6, C, carries 1.6489; number 7, H, carries 0.4854; number 8, H, carries 0.2617; number 9, H, carries 0.3779; number 10, H, carries 0.3399; number 11, H, carries 0.3497; number 12, H, carries 0.1986; number 13, H, carries 0.3434; number 14, H, carries 0.3019; number 15, H, carries 0.3120


(4)
This record from the Open Molecules 2025 dataset describes 2 unconnected molecules or ions with the total composition ClPS2 at a distorted geometry. The level of theory is the ωB97M-V functional and the def2-TZVPD basis.

```
4
ClPS2 | the Open Molecules 2025 dataset | the ωB97M-V functional and the def2-TZVPD basis
Cl -0.3649 -0.1982 2.3894
S -0.4627 1.4527 -2.0057
S -0.0928 -1.5778 0.9781
P 0.9204 0.3233 -1.3617
```

Output
LUMO (spin up / spin down): -2.581 / -2.582 eV
net charge: 0
energy above the lowest of the compared OMol25 structures with the same formula, charge and spin: 63.1 kcal/mol
gap between HOMO and LUMO (spin up / spin down): 5.6 / 5.6 eV

List of Mulliken charges in e, atom by atom: number 1, Cl, carries -0.1286; number 2, S, carries -0.0308; number 3, S, carries -0.2299; number 4, P, carries 0.3893